Computed, not measured: 6 unconnected molecules or ions with the total composition C47H59N8OS2 at a distorted geometry, with ωB97M-V/def2-TZVPD.

The geometry in ORCA input format:
```
! wB97M-V def2-TZVPD RIJCOSX def2/J DEFGRID3
* xyz 1 1
C -4.604 -1.324 -0.131
C -3.339 -2.218 0.276
C -1.989 -1.589 -0.234
C -0.815 -2.658 -0.437
C -0.082 -2.943 0.939
N -0.749 -2.499 2.009
N -0.198 -2.742 3.174
O -0.843 -2.359 4.289
C -0.527 -0.969 4.653
C 0.451 -1.012 5.898
C -0.370 -1.565 7.148
C 1.000 -3.370 3.258
C 1.829 -3.895 2.180
C 1.217 -3.666 0.828
C 1.884 -4.179 -0.475
C 2.268 -3.068 -1.524
C 2.667 -1.677 -0.909
S 2.445 -0.448 -2.302
C 3.421 1.045 -1.907
S 2.684 2.174 -0.943
N 4.767 1.201 -2.469
C 4.586 1.739 -3.815
C 5.094 0.986 -4.978
C 4.907 1.451 -6.358
C 4.200 2.703 -6.652
C 3.697 3.472 -5.512
C 3.881 2.995 -4.131
C 5.620 2.023 -1.629
C 5.875 1.616 -0.223
C 6.680 2.392 0.699
C 7.286 3.646 0.234
C 7.112 4.080 -1.147
C 6.281 3.260 -2.056
H -4.300 -0.415 -0.727
H -5.080 -0.904 0.803
H -5.362 -1.949 -0.671
H -3.494 -3.284 -0.029
H -3.312 -2.173 1.406
H -2.197 -1.201 -1.278
H -1.634 -0.703 0.351
H -0.128 -2.199 -1.192
H -1.234 -3.610 -0.876
H -1.488 -0.452 4.936
H -0.085 -0.481 3.747
H 1.212 -1.808 5.654
H 0.921 -0.014 6.071
H 0.127 -2.477 7.570
H -0.332 -0.778 7.948
H -1.436 -1.812 6.914
H 1.388 -3.530 4.299
H 2.800 -4.423 2.319
H 2.811 -4.741 -0.161
H 1.214 -4.934 -0.978
H 1.444 -2.888 -2.272
H 3.144 -3.438 -2.130
H 3.745 -1.660 -0.606
H 1.998 -1.313 -0.088
H 5.626 0.008 -4.863
H 5.267 0.857 -7.239
H 4.024 3.090 -7.680
H 3.164 4.445 -5.642
H 3.481 3.593 -3.274
H 5.363 0.667 0.091
H 6.794 2.030 1.748
H 7.885 4.272 0.944
H 7.591 5.020 -1.521
H 6.184 3.637 -3.099
N 0.813 5.261 1.762
C -0.223 5.735 2.521
C -1.395 5.324 1.941
C -1.054 4.567 0.790
C 0.315 4.544 0.708
H 1.789 5.415 1.950
H -0.036 6.324 3.405
H -2.388 5.541 2.302
H -1.735 4.094 0.100
H 0.976 4.082 -0.008
N -6.756 -3.239 -3.495
C -7.851 -2.602 -4.016
C -7.407 -1.552 -4.777
C -5.989 -1.558 -4.720
C -5.617 -2.611 -3.924
H -6.784 -4.043 -2.893
H -8.848 -2.950 -3.798
H -8.030 -0.858 -5.317
H -5.318 -0.868 -5.207
H -4.644 -2.966 -3.626
N 2.889 1.457 -10.027
C 2.450 0.317 -10.645
C 2.134 0.634 -11.941
C 2.397 2.017 -12.114
C 2.864 2.497 -10.918
H 3.184 1.521 -9.067
H 2.400 -0.618 -10.109
H 1.757 -0.052 -12.683
H 2.261 2.595 -13.014
H 3.179 3.486 -10.624
N -1.477 -3.586 10.363
C -0.786 -4.533 11.072
C -0.437 -3.984 12.279
C -0.939 -2.658 12.302
C -1.578 -2.442 11.109
H -1.851 -3.712 9.439
H -0.604 -5.511 10.657
H 0.118 -4.481 13.060
H -0.844 -1.943 13.104
H -2.093 -1.575 10.726
N -7.827 2.096 2.436
C -6.824 1.608 1.644
C -5.650 2.200 2.034
C -5.957 3.076 3.108
C -7.306 2.987 3.335
H -8.797 1.839 2.370
H -7.032 0.885 0.872
H -4.679 2.024 1.598
H -5.265 3.700 3.653
H -7.939 3.481 4.054
*
```

HOMO energy = -9.41 eV
frontier orbital gap = 4.768 eV
maximum force = 4.68 eV Å⁻¹
energy relative to the best compared isomer or geometry (same formula, charge and spin) = 440.5 kJ/mol
E = -3135.43559 a.u.